(1)
{"formula": "C27H23Br2CoFN3O4Te", "method": "ωB97M-V/def2-TZVPD", "species": ["O", "H", "H", "H", "H", "H", "C", "C", "O", "C", "H", "H", "N", "N", "H", "H", "C", "C", "C", "C", "Br", "C", "C", "F", "C", "H", "C", "H", "C", "C", "H", "H", "C", "H", "C", "C", "O", "C", "H", "H", "C", "Te", "C", "C", "H", "C", "C", "H", "H", "H", "H", "C", "H", "H", "C", "C", "Br", "N", "Co", "C", "C", "O"], "coordinates": [[1.98080, -0.00973, 0.85275], [-2.84764, 2.13967, 3.54003], [-3.73885, 0.54338, 1.96807], [-2.82756, 0.55890, 0.43403], [-0.48294, 4.30835, -1.00453], [-3.09565, -5.84377, -5.57705], [-0.10465, -1.80873, -4.14812], [-1.83928, 1.91256, 3.21559], [-1.18964, -1.32051, -0.79682], [0.53644, 2.17076, 3.41056], [-3.08059, -2.81560, -0.57420], [-3.74898, 3.70303, -0.92036], [-0.43991, 0.73804, 1.71127], [-0.87659, -2.83693, -4.55938], [-1.33787, -2.73795, -6.60280], [0.80657, -3.89473, -7.32353], [-1.25301, -4.78348, -5.99684], [3.04704, 1.32163, 2.47993], [1.73410, 2.64582, 3.99270], [0.18393, -2.10120, 1.30917], [4.75604, 0.73894, 1.91740], [-0.15666, -1.23736, -2.91869], [-3.36141, 3.56478, -1.92960], [-4.88285, -4.60454, -1.22421], [-2.70856, -4.82476, -5.56075], [-3.01753, 4.52254, -2.31956], [-2.01594, -2.76498, -2.43225], [1.38796, -3.73140, -5.65927], [-2.82351, -4.25658, -4.17065], [-2.78940, 0.29640, 1.49311], [-4.52714, -5.43097, -3.64391], [-3.31248, -4.23430, -6.25692], [-0.77025, 2.49619, 3.82951], [3.85569, 2.58269, 4.02016], [2.95319, 2.22695, 3.54284], [-0.63275, 3.32124, -0.57281], [1.39556, 0.38927, -3.61612], [0.72174, -3.30456, -6.41103], [-4.16377, 3.19072, -2.56668], [-0.91484, 3.18714, 4.64943], [-3.89924, -4.15787, -2.03282], [-1.75509, 2.12266, -1.92776], [-1.09288, -1.73195, -1.95890], [-1.64491, 1.00440, 2.15334], [-0.65184, -5.40921, -5.33021], [-3.81498, -4.68371, -3.31594], [0.72487, -0.02055, -2.67555], [-1.13498, -5.15622, -7.01395], [0.60593, -1.40645, -4.85522], [-2.62232, -0.78173, 1.54379], [-1.15474, 3.39739, 0.37952], [-3.02417, -3.21675, -1.57781], [1.05644, -2.29489, -6.64109], [0.32434, 2.82085, -0.43445], [-0.72705, -3.35652, -5.93585], [-1.90348, -3.28875, -3.72868], [1.66906, 3.88906, 5.43951], [-0.02120, -3.01108, 1.99924], [0.35605, -0.62216, 0.11799], [1.92603, 0.81585, 1.82189], [0.64338, 1.27121, 2.32513], [0.62681, 0.50968, -1.51543]], "mulliken_charge": [-0.6866, 0.4127, 0.4799, 0.0366, 0.4790, 0.4304, -0.3036, -0.9435, -0.8195, 0.5176, 0.6365, 0.3029, 0.5994, 0.2714, 0.1002, 0.4338, -0.9934, -0.3871, 0.0175, 0.4242, -0.1955, 0.3494, -1.0851, -0.3664, -1.0202, 0.2882, 0.6236, 0.3800, 1.2327, -1.0524, 0.4894, 0.3200, -1.0027, 0.3912, -0.3463, -0.9194, -0.8276, -1.7754, 0.3094, 0.3271, 0.2320, 0.3515, 0.9335, 0.5832, 0.3343, -0.8441, -0.2921, 0.3788, 0.6529, 0.1741, 0.2603, -1.0450, 0.5148, 0.1283, 0.5076, -0.8301, -0.2873, -0.9086, 0.6012, 0.9158, 0.3236, -0.8137], "e_lumo_ev": [1.94, 1.94], "homo_lumo_gap_ev": [6.45, 6.38], "spin_multiplicity": 2, "charge": -1, "e_homo_ev": [-4.51, -4.44]}

(2)
{"formula": "C27H23Br9N4O8", "method": "ωB97M-V/def2-TZVPD", "species": ["O", "O", "Br", "Br", "Br", "C", "O", "Br", "H", "H", "O", "C", "C", "C", "C", "C", "H", "C", "O", "Br", "H", "H", "Br", "C", "H", "O", "C", "N", "Br", "C", "C", "H", "H", "C", "C", "C", "N", "C", "N", "C", "H", "C", "H", "N", "H", "H", "Br", "H", "C", "C", "C", "H", "H", "C", "H", "H", "C", "C", "C", "H", "H", "C", "C", "O", "O", "H", "Br", "H", "H", "C", "H"], "coordinates": [[-2.33064, 6.82495, 3.84936], [-2.13644, 6.43146, 5.93773], [-2.08976, -5.38777, 1.03985], [-0.28624, -4.89027, 3.62803], [-4.12312, -1.04329, 3.02102], [-2.00271, -4.47232, 2.75303], [-4.87693, -2.69106, -4.12606], [-1.14443, 0.93763, -0.22278], [1.87770, 3.08856, -3.84292], [0.06875, 3.25123, 1.84479], [6.22402, -6.56115, 0.35822], [-0.86862, -0.36647, -3.64413], [1.69870, -5.04453, -0.71836], [-1.18901, -0.87704, 0.55640], [-1.00806, 3.99495, 5.48609], [-2.15051, -0.65027, -3.21034], [0.67271, -4.70739, -0.81449], [-2.24662, -2.51656, -4.74298], [5.88275, -7.43698, -1.54373], [-0.24210, -0.92598, 2.27651], [3.96054, 6.31264, -2.04146], [-0.26028, 0.37427, -3.14445], [-3.66745, 1.99880, 2.70079], [3.24403, 5.50426, -1.95590], [3.85764, -6.78238, -2.62148], [-4.64438, -1.45931, -2.38052], [-0.27776, -1.13675, -4.65196], [-4.21883, -1.96542, -3.39991], [-3.53497, -4.93213, 3.84620], [2.18254, -5.72162, -1.83987], [-0.95587, -2.23346, -5.17264], [-0.83194, 5.48858, 2.46163], [-2.85258, -3.29466, -5.18391], [4.19848, -6.20103, -0.60075], [1.33891, 4.55265, -0.82984], [-2.84176, -1.69600, -3.80304], [2.52814, 6.40535, 0.23151], [3.42873, -6.30977, -1.74490], [5.52831, -6.77426, -0.60402], [-0.67284, 4.74825, 3.23573], [-2.64087, -0.03985, -2.46637], [2.40916, 5.42071, -0.85715], [0.47900, 1.59534, 3.66900], [-1.93328, 6.17749, 4.77533], [-1.37662, 4.16178, 6.48887], [0.68494, 4.49652, 0.02907], [-5.03179, 0.52524, 0.25536], [-0.48374, -2.86708, -5.91031], [3.68846, -5.53216, 0.50740], [3.01425, 4.71205, -3.05691], [-0.13978, 3.51344, 2.87115], [-5.85453, 0.71500, 2.63908], [4.27015, -5.53382, 1.42046], [-1.15027, 4.96311, 4.51822], [-0.21867, 2.06839, 5.94148], [0.30837, 2.99327, -1.81727], [1.99647, 3.73956, -2.98633], [-4.88078, 0.52888, 2.21099], [2.41104, -4.99065, 0.46934], [0.75536, -0.90823, -4.87615], [1.97389, -4.47410, 1.31186], [0.07610, 2.57882, 3.87795], [1.11597, 3.70368, -1.90923], [1.56278, 6.64024, 0.91578], [3.61283, 6.92597, 0.36952], [1.61829, -5.70457, -2.75973], [-0.52197, -2.24944, -0.61961], [-2.21052, -1.08961, 0.84515], [-2.00196, -3.40800, 2.56190], [-0.35302, 2.81293, 5.16897], [3.58261, 4.68937, -3.97428]], "mulliken_charge": [-0.5885, -0.6072, -0.0133, -0.0312, 0.0052, 0.4132, -0.6004, -0.0197, 0.3920, 0.1255, -0.6018, -0.0976, -0.1894, -0.0500, -0.3550, -0.4992, 0.4864, -0.4941, -0.6005, 0.0034, 0.4066, 0.3236, 0.0442, -0.3735, 0.4156, -0.5722, -0.6064, 0.9924, -0.0384, -0.8567, -0.5220, 0.4260, 0.4884, -0.1183, 0.0579, 0.1642, 0.9770, -0.1319, 0.9912, 0.0651, 0.5950, 0.1218, 0.3720, 1.0105, 0.4637, 0.3218, 0.0262, 0.4242, -0.2005, -0.6159, -0.0764, 0.4113, 0.4438, -0.1657, 0.3999, 0.2805, -0.3853, -0.4322, -0.5597, 0.3968, 0.3937, -0.5706, -0.4643, -0.5614, -0.5872, 0.4390, 0.1389, 0.1615, -0.3885, -0.5747, 0.3713], "e_lumo_ev": -1.00, "homo_lumo_gap_ev": 9.14, "charge": 0, "e_homo_ev": -10.14}

(3)
{"formula": "C27H23BrCl5NO2S4SiTa", "method": "ωB97M-V/def2-TZVPD", "species": ["C", "S", "Cl", "C", "N", "H", "H", "C", "H", "C", "Cl", "C", "C", "C", "S", "C", "C", "C", "C", "H", "H", "S", "H", "C", "H", "H", "Ta", "H", "C", "H", "C", "C", "Si", "H", "H", "H", "Br", "C", "H", "H", "C", "H", "C", "H", "C", "C", "S", "C", "C", "H", "C", "Cl", "C", "O", "H", "H", "C", "C", "H", "H", "C", "Cl", "Cl", "O", "H"], "coordinates": [[-1.71080, 3.83509, -2.26364], [-2.63229, 0.09785, -2.31601], [-2.93558, 6.24937, -2.21533], [1.03134, -3.44003, -3.87983], [0.35592, -1.48427, -2.65428], [-1.63985, 0.31572, 3.77580], [3.52978, -1.21363, 4.28044], [-2.26758, 1.85881, 1.50346], [0.88124, -1.50823, -0.65880], [0.04576, 2.71100, 1.89939], [1.84327, 2.42399, -1.24559], [-2.43483, -1.64829, 0.85723], [-1.62167, 5.18767, -1.92665], [0.48968, 3.50815, -1.48375], [-0.35014, -1.68100, -5.32013], [-1.12569, -1.56587, 1.34693], [0.63682, 4.84315, -1.14494], [4.30024, -0.85935, 2.30981], [3.98406, -0.52484, 1.00216], [1.21438, -0.76415, 3.66566], [-3.10811, -4.90399, 1.47845], [-2.81730, 0.19587, -4.39470], [2.05173, -3.61138, -0.65685], [-1.05669, 1.22036, 3.58769], [0.46039, -2.69449, 2.27186], [-3.01247, 1.08924, 1.71391], [-0.42513, 0.77601, -2.25715], [-4.15321, -2.88082, 0.51233], [-3.14266, -2.83874, 0.89724], [-0.80249, -4.79704, 2.36232], [0.94098, -2.04908, -1.58224], [-0.66492, 2.94594, -2.00720], [-0.16225, 0.01532, 1.22073], [-2.91550, -0.77551, 0.42944], [-2.62644, 2.78523, 1.96095], [2.68344, -5.43283, -2.06874], [0.87009, 1.27610, -4.32308], [1.67381, -3.96798, -2.76102], [2.45549, -0.00300, -0.37429], [-1.58361, 2.05644, 4.05585], [1.60626, -3.25325, -1.57565], [0.10372, 3.01340, 0.85215], [-0.45018, 5.68901, -1.35508], [4.76231, -0.46972, 0.25182], [-2.55453, -3.97501, 1.43803], [0.39506, -2.22251, -3.79322], [-2.34462, -1.72780, -4.92162], [1.63753, -0.30053, 1.59802], [2.66740, -0.25581, 0.65595], [-0.09722, 1.12768, 4.09547], [-0.89116, 1.50977, 2.08761], [-0.33076, 7.34006, -0.93011], [1.98073, -0.66570, 2.90723], [-0.28691, 0.39870, -0.47236], [-0.33788, 3.56568, 2.46421], [-2.23382, 2.02616, 0.42307], [-1.26014, -3.91543, 1.93236], [-0.55219, -2.72227, 1.88193], [1.01451, -4.00026, -4.80311], [1.05935, 2.50814, 2.25097], [3.29348, -0.93751, 3.26131], [-3.15338, 3.30787, -3.05882], [2.10071, 5.42441, -0.47245], [2.28684, -5.14462, -2.90047], [5.32563, -1.06724, 2.58531]], "mulliken_charge": [0.5503, -0.2420, -0.1543, -0.6049, -0.0972, 0.3469, 0.4416, -1.6897, 0.1564, -1.6908, -0.1088, -0.0209, -0.0823, 0.1472, -0.0187, 1.0527, 0.1431, -0.6669, -1.3088, 0.4141, 0.4203, 0.0725, 0.4026, -1.8257, 0.4179, 0.3336, 0.2319, 0.4596, -1.1520, 0.4347, -0.0709, -0.3991, -1.0698, 0.3434, 0.5352, 0.3176, -0.2918, 0.8068, 0.4015, 0.4949, -0.9771, 0.1822, 0.4336, 0.4840, -0.5514, -0.2455, -0.0275, 1.2120, 0.1156, 0.3623, 2.2928, -0.1593, -0.6651, 2.0214, 0.6010, 0.2307, -0.8404, -0.4238, 0.5363, 0.2890, -0.8555, -0.1944, -0.1432, -0.5325, 0.4243], "e_lumo_ev": -4.31, "homo_lumo_gap_ev": 7.35, "charge": 1, "e_homo_ev": -11.66}

(4)
{"formula": "C27H23ClGeN2O3W", "method": "ωB97M-V/def2-TZVPD", "species": ["H", "C", "H", "C", "H", "H", "C", "C", "Cl", "C", "W", "C", "H", "H", "C", "C", "C", "C", "C", "H", "H", "H", "H", "N", "C", "H", "H", "H", "C", "C", "H", "O", "H", "C", "H", "C", "C", "O", "H", "O", "C", "H", "Ge", "C", "H", "C", "C", "H", "C", "C", "N", "C", "H", "C", "H", "C", "C", "H"], "coordinates": [[1.30455, 4.10345, 0.52464], [-3.06238, -0.25611, 3.49572], [-2.67372, 2.74917, -3.88035], [-0.94322, 5.16795, 2.46441], [6.32336, 0.48993, -0.96011], [-1.23034, -0.34575, -2.66571], [6.40416, 0.16950, 1.17374], [0.68643, 2.47198, -3.52356], [-0.41103, -1.56034, -0.77828], [3.62849, 0.24277, 1.10089], [-0.23589, 0.93166, -0.29753], [4.30159, 0.03283, 2.32784], [-5.08186, -0.52555, 4.14676], [-3.07281, 3.12952, 0.76734], [0.78345, 2.68226, -2.15097], [-4.98542, 0.09586, 2.09687], [-2.72175, 3.89457, 1.44903], [-3.65153, 4.61264, 2.18212], [5.75010, 0.36999, -0.05267], [0.57503, -0.50540, -2.66666], [1.58367, 2.31897, -4.10869], [7.48517, 0.14016, 1.20259], [1.76746, 2.73822, -1.69640], [1.41010, 0.10962, 2.05538], [-3.22889, 5.60151, 3.06230], [6.19668, -0.15118, 3.28749], [-1.54880, 6.65098, 3.88527], [0.10855, 5.40459, 2.57511], [2.20106, 0.29273, 1.04317], [-0.36889, 2.96316, -1.37208], [-6.05846, 0.08592, 1.96329], [-1.98301, 0.83676, 0.18228], [-4.58664, 0.73289, 0.06724], [-4.17111, 0.45759, 1.02692], [-0.40959, -0.28107, 3.58604], [-0.55525, 2.49174, -4.13922], [-2.80955, 0.45373, 1.22012], [3.68073, -0.12738, 3.49589], [-4.70731, 4.40611, 2.06672], [1.61362, 0.60046, -0.15080], [-4.43676, -0.25154, 3.32423], [3.86180, 0.55284, -1.01891], [0.02733, 3.27644, 0.59495], [5.69926, 0.00570, 2.34089], [-2.52156, 3.12828, -1.45606], [-2.21829, 0.09422, 2.43771], [-1.62272, 2.92128, -2.02470], [2.71584, -0.11790, 3.38093], [4.38307, 0.40646, -0.08270], [-1.70952, 2.71718, -3.39046], [0.08345, 0.27874, 1.69783], [-0.79318, 0.03242, 2.62046], [-3.95652, 6.15940, 3.63590], [-0.31642, -0.31035, -2.07979], [-0.62877, 2.34271, -5.20840], [-1.87749, 5.87833, 3.20391], [-1.36143, 4.17499, 1.57617], [-2.63186, -0.53685, 4.44831]], "mulliken_charge": [0.0139, -0.9823, 0.4745, -0.7252, 0.4484, 0.5124, -0.3722, -0.9449, 0.0192, -0.0238, 0.0986, 0.4209, 0.4549, 0.1153, 0.0820, -0.6013, 0.6342, -0.9906, -0.9139, 0.4497, 0.4779, 0.4101, 0.4135, -1.2803, -0.4952, 0.4796, 0.4239, 0.3176, 1.4086, -0.7178, 0.4670, 0.0321, 0.5266, -0.4550, 0.4898, -0.4190, 0.2938, -0.5935, 0.4376, -0.1026, -0.7994, 0.4290, 1.1577, -0.7245, 0.3975, 0.8339, 0.5155, 0.4590, -0.3774, -0.9149, 0.5193, 0.0690, 0.4174, -0.8364, 0.4498, -0.6547, 0.3160, 0.4587], "e_lumo_ev": -8.14, "homo_lumo_gap_ev": 5.51, "charge": 2, "e_homo_ev": -13.65}

Largest force on an atom (eV/Å)
1.5, 2.1, 0.5, 1.3
ΔE to the lowest compared entry with this formula, charge and spin (kJ/mol)
51.7, 0.0, 0.0, 24.9
DFT total energy (eV)
-228759.1015, -681082.4557, -219382.7119, -108343.0560